Entry 1:
ORCA calculation (ωB97M-V/def2-TZVPD) on a molecular structure, C10H13F5O3RhTe2 at a distorted geometry.

Last column: Mulliken charge in e.
Positions of all 34 atoms, in Å:
Rh1 0.871 0.057 -1.100  1.202
C1 -3.182 -1.230 -0.998  -1.601
C2 -1.943 -0.528 -0.548  1.365
O1 -0.903 -0.802 -1.202  -0.536
C3 -1.945 0.379 0.567  0.067
C4 -3.173 0.727 1.180  -0.717
C5 -3.217 1.544 2.274  -0.919
C6 -2.015 2.034 2.805  -0.399
C7 -0.804 1.716 2.243  -0.710
C8 -0.740 0.889 1.109  0.725
O2 0.492 0.627 0.681  -0.607
H1 -2.940 -1.898 -1.818  0.338
H2 -3.915 -0.497 -1.338  0.447
H3 -3.630 -1.790 -0.177  0.408
H4 -4.094 0.345 0.764  0.378
H5 -4.163 1.811 2.723  0.418
H6 -2.038 2.682 3.671  0.416
H7 0.123 2.099 2.646  0.465
C9 0.815 -2.660 1.183  -0.948
Te1 2.154 -1.913 -0.271  0.693
C10 3.354 -0.825 1.078  -0.870
H8 1.370 -3.338 1.828  0.426
H9 0.023 -3.201 0.673  0.324
H10 0.419 -1.821 1.751  0.203
H11 2.701 -0.132 1.602  0.234
H12 4.099 -0.297 0.490  0.288
H13 3.823 -1.530 1.760  0.428
F1 1.230 -0.105 -3.409  -0.509
Te2 2.695 1.096 -3.360  2.244
F2 1.413 2.395 -2.981  -0.414
F3 4.057 2.316 -3.228  -0.365
F4 2.458 1.493 -5.129  -0.349
F5 3.843 -0.246 -3.882  -0.379
O3 2.765 0.602 -1.587  -0.748

As for the HOMO energy: -12.133 eV. As for the total energy: -1760.2327 a.u. The orbital gap comes out at 6.89 eV. The largest force on an atom is 1.4 eV Å⁻¹. As for the net charge: +1. Its LUMO energy is -0.1928 Eh. The relative energy (zero: lowest compared OMol25 entry of this formula, charge and spin) is 30.7 kJ/mol.

Entry 2:
ORCA calculation (ωB97M-V/def2-TZVPD) on 2 unconnected molecules or ions with the total composition C10H13IO2S at a distorted geometry.

Last column: Mulliken charge in e.
Positions of all 27 atoms, in Å:
C1 1.658 -0.687 -3.921  -0.338
C2 1.245 -1.938 -3.484  -0.497
C3 0.972 0.509 -3.604  -0.447
C4 0.177 -2.020 -2.566  -0.126
C5 -0.056 0.438 -2.723  -0.707
C6 -0.382 -0.823 -2.190  0.510
C7 -1.577 1.323 3.357  -1.300
C8 0.550 -0.895 1.532  -1.578
C9 -1.335 0.865 1.854  -0.230
C10 -0.920 -0.501 1.586  0.026
O1 -2.754 0.119 -1.577  -0.617
O2 -2.193 -2.279 -1.043  -0.611
S1 -1.799 -0.852 -1.139  1.085
I1 -2.328 -2.028 2.175  0.140
H1 2.393 -0.605 -4.750  0.290
H2 1.868 -2.761 -3.871  0.328
H3 1.400 1.383 -4.122  0.334
H4 -0.289 -3.062 -2.225  0.280
H5 -0.570 1.317 -2.491  0.442
H6 -0.644 1.547 3.993  0.287
H7 -1.982 0.626 3.970  0.408
H8 -2.056 2.287 3.404  0.372
H9 0.847 -1.213 2.439  0.483
H10 0.996 0.004 1.281  0.414
H11 0.695 -1.617 0.867  0.477
H12 -2.341 1.221 1.485  0.286
H13 -0.613 1.557 1.316  0.289

As for the HOMO energy (spin up / spin down): -8.561 / -7.942 eV. As for the total energy: -1235.0454 a.u. The orbital gap (spin up / spin down) comes out at 8.17 / 6.63 eV. The largest force on an atom is 4.9 eV Å⁻¹. Its LUMO energy (spin up / spin down) is -0.0144 / -0.0481 Eh.

Entry 3:
ORCA calculation (ωB97M-V/def2-TZVPD) on a molecular structure, C10H13IrN5S at a distorted geometry.

Last column: Mulliken charge in e.
Positions of all 30 atoms, in Å:
Ir1 -0.583 -1.101 -0.017  0.875
N1 1.884 -0.932 -0.014  -0.493
C1 2.296 0.438 -0.001  0.795
C2 3.621 0.860 -0.001  -0.536
C3 3.933 2.221 0.000  -0.635
C4 2.931 3.178 -0.002  -0.690
C5 1.568 2.794 -0.002  0.844
C6 0.502 3.710 -0.010  -0.359
C7 -0.795 3.236 -0.007  -0.797
C8 -1.019 1.861 0.011  0.165
N2 -0.029 0.976 0.016  -0.560
C9 1.251 1.404 0.006  0.103
H1 2.273 -1.400 -0.838  0.396
H2 2.290 -1.419 0.791  0.388
H3 4.434 0.147 -0.006  0.514
H4 4.968 2.533 -0.006  0.471
H5 3.180 4.231 -0.006  0.504
H6 0.701 4.775 -0.013  0.498
H7 -1.636 3.914 -0.017  0.436
H8 -2.036 1.492 0.022  0.317
N3 -2.969 -1.462 0.034  -0.606
N4 -3.352 -2.815 0.017  -0.276
C10 -2.486 -3.830 0.006  0.887
N5 -2.913 -5.067 -0.031  -0.361
S1 -0.751 -3.554 0.065  -0.330
H9 -3.375 -1.014 0.863  0.356
H10 -3.362 -0.994 -0.791  0.368
H11 -4.353 -3.014 0.012  0.261
H12 -3.899 -5.314 -0.009  0.240
H13 -2.274 -5.855 -0.073  0.227

As for the HOMO energy (spin up / spin down): -18.146 / -19.406 eV. As for the total energy: -1164.0180 a.u. The orbital gap (spin up / spin down) comes out at 6.93 / 5.17 eV. The largest force on an atom is 2.5 eV Å⁻¹. As for the net charge: +3. Its LUMO energy (spin up / spin down) is -0.4121 / -0.5230 Eh. The spin multiplicity is 5.

Entry 4:
ORCA calculation (ωB97M-V/def2-TZVPD) on a molecular structure, C10H13IrNPS at a distorted geometry.

Last column: Mulliken charge in e.
Positions of all 27 atoms, in Å:
C1 -0.301 -2.064 -3.518  -0.485
C2 0.499 -1.115 -4.287  -0.407
C3 -0.290 0.094 -4.423  -0.320
C4 -1.669 -0.316 -4.332  -0.504
C5 -1.676 -1.515 -3.492  -0.336
Ir1 -0.498 -0.930 0.490  0.680
P1 1.313 -2.109 0.800  -0.232
H1 0.038 -2.917 -2.924  0.478
H2 1.566 -1.199 -4.579  0.392
H3 0.056 1.061 -4.860  0.368
H4 -2.482 -1.935 -2.910  0.466
H5 -2.533 0.254 -4.660  0.400
H6 2.433 -1.397 1.341  0.157
H7 1.997 -2.920 -0.182  0.153
H8 1.000 -3.042 1.854  0.149
S1 0.220 1.016 0.072  -0.311
C6 -0.082 1.494 1.687  0.427
N1 0.729 2.509 2.178  -0.145
C7 0.849 2.701 3.526  -0.328
C8 0.073 1.963 4.398  -0.447
C9 -0.745 0.925 3.915  -0.576
C10 -0.828 0.703 2.525  -0.158
H9 1.308 2.983 1.505  0.224
H10 1.546 3.484 3.806  0.392
H11 0.093 2.206 5.464  0.366
H12 -1.289 0.263 4.583  0.403
H13 -1.325 -0.197 2.025  0.193

As for the HOMO energy (spin up / spin down): -9.118 / -10.573 eV. As for the total energy: -1286.9141 a.u. The orbital gap (spin up / spin down) comes out at 4.79 / 4.32 eV. The largest force on an atom is 4.4 eV Å⁻¹. As for the net charge: +1. Its LUMO energy (spin up / spin down) is -0.1590 / -0.2298 Eh. The spin multiplicity is 6.

Entry 5:
ORCA calculation (ωB97M-V/def2-TZVPD) on C10H13N in the gas phase at a distorted geometry.

Last column: Mulliken charge in e.
Positions of all 24 atoms, in Å:
C1 -3.084 -0.800 0.032  -0.369
N1 -2.378 0.119 0.534  -0.662
C2 -0.990 0.186 0.354  0.757
C3 -0.222 -0.203 -0.859  0.023
C4 0.965 -1.228 -0.677  -0.732
C5 1.301 -1.569 0.820  -0.653
C6 0.955 -0.743 1.862  -0.632
C7 -0.236 0.141 1.727  -0.472
C8 -0.184 1.416 0.909  -0.699
C9 0.976 1.626 -0.002  -0.540
C10 0.466 1.118 -1.323  -1.209
H1 -4.042 -0.912 0.442  0.290
H2 -2.858 -1.621 -0.663  0.246
H3 -0.779 -0.712 -1.602  0.861
H4 1.918 -0.749 -0.903  0.314
H5 0.682 -2.110 -1.334  0.340
H6 2.164 -2.182 0.837  0.404
H7 1.328 -0.835 2.954  0.305
H8 -0.926 0.145 2.537  0.549
H9 -0.724 2.271 1.230  0.511
H10 1.907 0.967 0.277  0.182
H11 1.363 2.677 -0.100  0.392
H12 -0.327 1.938 -1.618  0.278
H13 1.030 0.928 -2.148  0.515

As for the HOMO energy: -8.696 eV. As for the total energy: -443.4720 a.u. The orbital gap comes out at 9.70 eV. The largest force on an atom is 5.0 eV Å⁻¹. The SMILES is C=N[C@]12[C@@H]3CC=C[C@H]1[C@H]2CC3. Its LUMO energy is 0.0368 Eh. The relative energy (zero: lowest compared OMol25 entry of this formula, charge and spin) is 345.8 kJ/mol.

Entry 6:
ORCA calculation (ωB97M-V/def2-TZVPD) on a gas-phase ion, C10H13N2 (charge +1) at a distorted geometry.

Last column: Mulliken charge in e.
Positions of all 25 atoms, in Å:
N1 -3.178 0.503 -0.412  -0.489
C1 -2.815 -0.803 0.190  -0.862
C2 -1.195 -1.054 0.073  -0.749
C3 -0.122 -0.001 0.092  0.403
N2 -0.288 1.295 0.062  -0.018
C4 0.893 2.105 0.079  -0.657
C5 1.985 0.971 0.026  0.403
C6 3.322 1.030 0.101  -0.902
C7 3.961 -0.165 0.015  -0.250
C8 3.386 -1.404 -0.258  -0.813
C9 1.998 -1.499 -0.149  -0.374
C10 1.274 -0.275 0.025  0.683
H1 -3.764 0.976 0.193  0.216
H2 -3.505 0.420 -1.323  0.187
H3 -3.050 -0.786 1.173  0.471
H4 -3.462 -1.583 -0.207  0.375
H5 -0.958 -1.510 -0.867  0.400
H6 -0.718 -1.792 0.853  0.387
H7 -1.195 1.678 0.045  0.253
H8 0.915 2.725 0.941  0.351
H9 1.255 2.844 -0.731  0.364
H10 3.821 1.894 -0.034  0.505
H11 5.058 -0.088 0.133  0.334
H12 3.906 -2.333 -0.342  0.412
H13 1.470 -2.439 -0.360  0.369

As for the HOMO energy: -13.307 eV. As for the total energy: -498.0889 a.u. The orbital gap comes out at 9.15 eV. The largest force on an atom is 4.4 eV Å⁻¹. The SMILES is NCCC1=[NH+]Cc2ccccc21. As for the net charge: +1. Its LUMO energy is -0.1526 Eh. The relative energy (zero: lowest compared OMol25 entry of this formula, charge and spin) is 158.7 kJ/mol.